Record 1
The following is a quantum chemistry calculation of a molecular structure, C24H28IN4O3SY in a non-equilibrium geometry, from the Open Molecules 2025 dataset.

The energy above the lowest of the compared OMol25 structures with the same formula, charge and spin is 216.3 kJ/mol. The spin multiplicity is 1. As for the gap between HOMO and LUMO: 7.22 eV.

Geometry (Å):
Y  -1.127035  0.142422  -1.391046
C  2.557005  -1.224843  -3.360858
C  1.152368  -1.394937  -2.871846
O  0.774371  -0.549711  -1.951884
C  0.349240  -2.375519  -3.387539
C  -1.030095  -2.589639  -3.054920
C  -1.781743  -3.711186  -3.704795
N  -1.640880  -1.810142  -2.208823
N  -3.009261  -2.031010  -2.006462
C  -3.509905  -1.289930  -1.061499
O  -2.808657  -0.482568  -0.290706
C  -4.992011  -1.324088  -0.908304
C  -5.587753  -0.482080  0.024402
C  -6.971873  -0.427218  0.140927
C  -7.767463  -1.213139  -0.679024
C  -7.173913  -2.065028  -1.606525
C  -5.795275  -2.121768  -1.721736
H  3.249347  -1.263373  -2.515379
H  2.650484  -0.245258  -3.836972
H  2.836287  -1.994239  -4.079810
H  0.783745  -3.039619  -4.119282
H  -1.119418  -4.327420  -4.310862
H  -2.571536  -3.294982  -4.333054
H  -2.274613  -4.320612  -2.949098
H  -4.956097  0.141382  0.642880
H  -7.425408  0.235104  0.870493
H  -8.847670  -1.158009  -0.601770
H  -7.794711  -2.676657  -2.250132
H  -5.322281  -2.771563  -2.445676
C  1.840459  1.593951  4.494421
C  0.814930  0.766919  3.721110
C  1.245548  0.465461  2.296335
N  1.319417  1.722242  1.520534
C  1.716546  1.806956  0.227105
S  0.952216  2.815580  -0.867044
N  2.774424  1.016975  -0.164232
C  3.868242  0.486704  0.542118
O  4.405906  -0.509202  0.118894
C  4.412861  1.233207  1.719679
C  4.349401  2.619665  1.812308
C  4.951710  3.267534  2.881290
C  5.611249  2.533224  3.859423
C  5.685067  1.148005  3.761200
C  5.094881  0.500717  2.686510
H  1.523855  1.727910  5.530236
H  1.972304  2.583101  4.050715
H  2.814566  1.100205  4.497352
H  -0.147837  1.288798  3.695639
H  0.640151  -0.185220  4.225257
H  0.527782  -0.218015  1.842529
H  2.211499  -0.029580  2.295055
H  0.562127  2.363094  1.699628
H  2.648942  0.627565  -1.083736
H  3.851355  3.198468  1.040987
H  4.914720  4.348916  2.944650
H  6.080534  3.043171  4.692807
H  6.213094  0.574915  4.514795
H  5.157847  -0.576407  2.578987
I  -2.007584  1.185012  -4.330464
C  -2.102027  2.000732  -2.292447
H  -3.164280  2.209473  -2.157968
H  -1.585156  2.955555  -2.384371

Atomic forces in eV per Å
0.8394 1.9809 0.6143
0.1251 -0.0570 -0.0009
0.0247 -0.0900 0.0630
1.1464 -0.4619 -0.3684
-0.1989 -0.0288 -0.0151
-0.0060 -0.1259 0.1066
0.1093 -0.0143 -0.0947
-0.4962 -1.0446 -0.1924
-0.1147 -0.1286 -0.1861
0.0468 -0.2655 -0.1330
-0.8369 -0.7113 0.3558
0.0681 0.2084 0.2205
-0.0925 0.0206 0.0172
0.0585 -0.0014 0.0258
0.0143 -0.0116 -0.0034
-0.0339 0.0380 0.0364
0.0244 -0.0424 -0.0129
0.0012 0.0228 -0.0157
0.0165 -0.0109 0.0355
-0.0154 0.0582 0.0327
-0.0291 -0.0026 -0.0377
-0.0285 0.0357 0.0322
0.0003 -0.0134 0.0109
-0.0047 -0.0119 -0.0031
-0.0053 -0.0230 0.0006
0.0250 -0.0402 -0.0678
0.0643 -0.0314 -0.0019
0.0329 0.0029 0.0220
-0.0238 0.0336 0.0030
-0.0751 -0.0210 -0.0097
0.1302 0.1549 0.0674
0.1117 0.3551 0.0289
-0.0012 -0.3358 -0.2603
0.1008 0.1320 0.3533
-0.0618 -0.4398 0.2649
-0.0212 -0.0711 0.3595
-0.0284 0.1078 -0.0719
-0.0714 -0.0230 0.0017
-0.0902 0.0240 -0.1119
-0.0722 0.0509 -0.0204
0.0149 0.0057 0.0107
-0.0062 -0.0100 -0.0359
-0.0108 0.0072 -0.0232
0.0138 -0.0673 0.0539
0.0214 0.0117 -0.0522
0.0121 -0.0555 0.0133
-0.0154 0.0207 0.0010
-0.0107 -0.0555 0.0351
-0.0144 0.0022 -0.0098
-0.1146 -0.0868 -0.1996
0.0841 -0.0018 0.0219
-0.0839 0.1171 0.1307
0.0544 -0.1165 -0.4074
0.0258 -0.0485 0.0579
-0.0037 -0.0698 0.0025
-0.0298 -0.0299 -0.0412
-0.0475 0.0405 -0.0462
0.0149 0.0712 0.0008
0.0809 -0.0648 0.1226
-0.5383 1.0731 -0.5839
-0.0294 0.0053 -0.0225
-0.0503 0.0331 -0.0734

***

Record 2
The following is a quantum chemistry calculation of C6H16N2 in the gas phase in a non-equilibrium geometry, from the Open Molecules 2025 dataset.

The energy above the lowest of the compared OMol25 structures with the same formula, charge and spin is 156.1 kJ/mol. Its structure (SMILES) is CCCN(C)CCN. The spin multiplicity is 1. As for the gap between HOMO and LUMO: 9.37 eV.

Geometry (Å):
C  0.057926  3.499992  0.205593
C  0.463325  2.075043  0.613457
C  -0.060733  1.026485  -0.382871
N  0.472752  -0.313999  -0.218412
C  1.708587  -0.522034  -0.935123
C  -0.547634  -1.374444  -0.383220
C  -0.565285  -2.387182  0.755924
N  -1.532317  -3.438121  0.361045
H  -0.710602  3.971008  0.825341
H  -0.433127  3.452679  -0.774001
H  0.970016  4.097572  0.205961
H  1.506591  2.032199  0.914252
H  -0.042507  1.811351  1.550865
H  -1.142245  1.022673  -0.225619
H  -0.082269  1.422101  -1.413548
H  2.528406  -0.465670  -0.175580
H  1.902583  -1.538613  -1.232774
H  1.926538  0.182020  -1.739803
H  -1.505182  -0.864684  -0.517280
H  -0.441089  -1.832316  -1.375294
H  -0.741683  -1.891259  1.714760
H  0.397141  -2.897752  0.780451
H  -1.671737  -4.042941  1.165035
H  -2.457456  -3.024108  0.280842

Atomic forces in eV per Å
-0.1213 -0.3287 -0.1639
-1.0065 -0.1643 0.8649
-0.3517 0.4845 0.1132
-1.2818 -0.0790 -0.4023
1.7335 -0.0569 1.8804
0.4568 1.0415 -0.6309
-0.1464 -0.4119 -1.3451
-0.3862 0.2185 0.9771
0.3591 -0.1436 0.3312
0.5217 0.2989 -0.1339
-0.3992 0.3972 -0.3460
0.3101 -0.2566 -0.6953
0.0663 0.0776 0.0178
-0.0226 -0.3115 0.4311
0.9444 -0.1978 -0.1908
-0.1493 0.6512 -0.6140
-0.7324 -0.5354 -0.6499
-0.2535 -0.0295 -0.1140
-0.2358 -0.1801 0.5911
0.3035 -0.5690 0.2964
-0.0887 -0.0114 -0.0489
0.2074 0.2186 0.2276
0.2536 -0.3251 -0.0900
0.0188 0.2129 -0.3060

***

Record 3
The following is a quantum chemistry calculation of a molecular structure, C29H38BF3MoN7O3S6, from the Open Molecules 2025 dataset.

The energy above the lowest of the compared OMol25 structures with the same formula, charge and spin is 112.8 kJ/mol. The spin multiplicity is 3. As for the charge: +1. As for the gap between HOMO and LUMO (alpha / beta): 6.05 / 5.90 eV.

Geometry (Å):
Mo  -1.143827  -1.668928  -0.620344
C  1.127555  5.299483  -2.831148
C  0.121539  4.694947  -1.855296
C  -1.131047  4.293325  -2.632761
C  -0.177680  5.727355  -0.770478
N  0.724710  3.470560  -1.234208
C  1.967825  2.955764  -1.579372
C  2.155413  1.820978  -0.896638
N  1.033165  1.617510  -0.091383
B  0.741422  0.326521  0.602809
N  1.991442  -0.557822  0.701875
C  3.103681  -0.217881  1.449347
C  3.965850  -1.248491  1.382848
N  3.383406  -2.235135  0.601992
C  2.174747  -1.785392  0.199399
S  1.071279  -2.644472  -0.829316
C  4.005943  -3.581453  0.326164
C  3.128251  -4.669794  0.939689
C  5.379492  -3.624290  0.988073
C  4.183776  -3.754944  -1.180310
N  0.080920  0.433885  1.970026
C  0.321973  1.448507  2.872731
C  -0.341331  1.150355  4.003005
N  -1.003157  -0.053197  3.798153
C  -0.718086  -0.474954  2.549197
S  -1.270484  -1.948992  1.814299
C  -1.861727  -0.738580  4.828354
C  -3.273812  -0.911119  4.273484
C  -1.929164  0.143755  6.071123
C  -1.218483  -2.070628  5.206087
C  0.129302  2.643770  -0.322797
S  -1.392015  2.761315  0.363781
H  0.677073  6.193916  -3.258750
H  1.362028  4.623979  -3.655236
H  2.051170  5.601279  -2.335124
H  -1.553254  5.178192  -3.109975
H  -1.883255  3.855267  -1.982028
H  -0.872592  3.575400  -3.414989
H  -0.585305  6.622774  -1.240925
H  0.739916  6.004674  -0.248247
H  -0.897862  5.355022  -0.048400
H  2.622242  3.439531  -2.277463
H  2.990879  1.145597  -0.910280
H  -0.043540  -0.325305  -0.148660
H  3.184473  0.725752  1.959213
H  4.937439  -1.357623  1.822368
H  3.013239  -4.508156  2.012472
H  3.612587  -5.634709  0.789981
H  2.142822  -4.711559  0.482931
H  5.318283  -3.526719  2.072366
H  6.052511  -2.864101  0.589850
H  5.818664  -4.596652  0.771540
H  3.235916  -3.788922  -1.711184
H  4.703128  -4.695409  -1.364021
H  4.789264  -2.945875  -1.591283
H  0.896188  2.318361  2.610551
H  -0.422713  1.706287  4.915304
H  -3.674074  0.049142  3.946506
H  -3.914397  -1.296398  5.066745
H  -3.309521  -1.607220  3.439205
H  -2.391882  1.109010  5.863548
H  -0.947730  0.298539  6.520523
H  -2.549142  -0.367376  6.805812
H  -1.141896  -2.746900  4.358720
H  -1.831436  -2.554309  5.966847
H  -0.222452  -1.909814  5.621878
S  -1.529377  -4.003571  -1.460520
C  -1.667316  -3.053697  -2.893411
N  -1.320714  -1.793488  -2.754792
C  -1.507194  -1.047206  -3.913099
C  -1.255139  0.310591  -4.073920
C  -1.505958  0.869860  -5.310598
C  -1.995039  0.097372  -6.369486
C  -2.247565  -1.251923  -6.212401
C  -2.001031  -1.816443  -4.966154
S  -2.245092  -3.469909  -4.455492
H  -0.894795  0.904067  -3.243246
H  -1.328082  1.925933  -5.463616
H  -2.185266  0.563979  -7.326187
H  -2.632516  -1.845172  -7.030356
F  -4.865527  1.486662  -0.061645
C  -4.625584  0.229553  0.270321
F  -5.767020  -0.429284  0.411494
F  -3.944027  0.188219  1.407586
S  -3.656953  -0.568408  -1.076349
O  -3.364825  -1.951496  -0.618689
O  -4.389728  -0.400392  -2.274675
O  -2.308871  0.087140  -1.002928

Atomic forces in eV per Å
-0.6793 -0.7305 -0.0416
-0.0024 0.0202 -0.0163
0.0419 -0.0447 0.0366
-0.0085 0.0165 -0.0054
-0.0026 0.0015 -0.0037
-0.0100 0.0563 -0.0142
-0.0030 -0.0164 -0.0177
0.0118 0.0079 0.0028
0.0391 0.0555 0.0234
-0.1250 -0.0466 0.0464
0.0100 0.0300 0.0842
-0.0024 -0.0324 -0.0264
0.0040 -0.0015 -0.0226
0.0200 -0.0271 0.0349
0.0083 0.0145 -0.0447
0.1023 0.1294 0.0627
-0.0092 0.0716 -0.0062
0.0000 -0.0058 -0.0014
0.0221 -0.0179 -0.0024
0.0045 -0.0135 -0.0044
0.0932 0.0441 0.0252
-0.0661 0.0292 -0.0194
-0.0210 -0.0306 -0.0109
0.0382 -0.0095 0.0605
-0.1187 0.0160 -0.0860
0.1082 -0.0001 0.0406
0.0213 0.0315 -0.0429
-0.0242 -0.0055 0.0225
-0.0100 0.0056 0.0099
-0.0022 -0.0013 0.0148
-0.0148 -0.0822 -0.0800
0.0739 0.0749 0.1329
0.0045 0.0002 -0.0025
-0.0027 -0.0030 0.0025
-0.0038 0.0020 0.0021
0.0016 0.0010 -0.0042
0.0035 0.0011 -0.0094
0.0004 -0.0002 0.0001
0.0001 -0.0005 0.0096
-0.0008 -0.0032 -0.0033
-0.0186 -0.0209 0.0107
-0.0002 -0.0056 0.0045
0.0019 0.0127 0.0109
0.0613 0.2264 -0.1960
-0.0088 0.0012 0.0032
-0.0080 -0.0040 0.0087
0.0017 0.0016 -0.0010
-0.0050 0.0002 0.0022
-0.0130 0.0057 -0.0083
-0.0049 -0.0037 -0.0003
-0.0024 0.0008 -0.0051
0.0039 0.0029 0.0055
-0.0036 -0.0003 0.0031
0.0009 0.0032 -0.0028
0.0020 0.0004 0.0034
0.0013 0.0071 -0.0085
0.0067 -0.0039 0.0057
0.0060 -0.0094 0.0310
0.0021 -0.0105 -0.0001
-0.0056 0.0231 0.0240
0.0007 0.0050 -0.0095
-0.0034 -0.0081 0.0035
0.0022 0.0018 0.0006
-0.0033 -0.0118 -0.0376
0.0063 0.0040 0.0010
-0.0010 -0.0008 -0.0064
0.0571 0.1893 0.0764
0.0658 0.0059 -0.0267
0.0539 0.0489 -0.1298
0.0251 -0.0283 0.0693
-0.0093 0.0169 -0.0176
0.0039 -0.0094 -0.0103
0.0027 0.0133 0.0127
0.0070 -0.0053 0.0124
-0.0238 -0.0006 -0.0653
-0.0005 -0.0352 -0.0102
-0.0022 -0.0041 0.0095
-0.0028 0.0012 -0.0072
0.0009 0.0018 -0.0002
0.0020 -0.0025 0.0001
0.0095 -0.0282 0.0224
-0.0471 0.0596 -0.0187
0.0201 0.0138 0.0170
0.0060 -0.0076 -0.0248
0.2500 -0.0190 0.0295
0.0006 0.2232 0.0219
-0.0576 0.0317 0.0534
0.1178 -0.2189 -0.0019